Entry 1:
ORCA calculation (ωB97M-V/def2-TZVPD) on a gas-phase ion, C5H9BrN3 (charge +1).

Structure (XYZ):
```
18
Properties=species:S:1:pos:R:3:nbo_charge:R:1
C -1.75328 -1.11504 0.29571 0.164
C -2.27453 -0.00857 -0.07362 -0.203
C 1.62614 -0.19768 0.06078 0.388
C -1.60996 1.20437 -0.62868 -0.255
C 2.16998 -1.52620 -0.32955 -0.701
N 2.25397 0.58195 0.86605 -0.697
N 0.42862 0.04820 -0.46443 -0.351
N -0.25440 1.16748 0.03434 -0.367
Br -4.19555 -0.05165 0.09671 0.231
H -1.84122 -2.03695 0.83457 0.272
H -1.57116 1.02214 -1.64979 0.278
H -2.19643 2.21682 -0.32895 0.276
H 1.52422 -2.25478 -0.67726 0.231
H 3.08408 -1.58968 -0.84517 0.270
H 2.64614 -2.10264 0.47980 0.264
H 2.07105 1.47380 1.25763 0.364
H 0.18641 1.99863 -0.09313 0.420
H -0.29406 1.16981 1.16499 0.417
```

Summary:
Energy, eV: -79829.5604
2S+1: 1
Molecular weight, g mol⁻¹: 191.1
ΔE to the lowest compared entry with this formula, charge and spin, eV: 7.099
Total charge: +1



Entry 2:
ORCA calculation (ωB97M-V/def2-TZVPD) on C5H10O in the gas phase.

Structure (XYZ):
```
16
Properties=species:S:1:pos:R:3:nbo_charge:R:1
C -0.02945 1.00530 -1.78323 -0.612
C 0.59069 0.65821 -0.43333 -0.378
C -0.07019 -0.53631 0.28422 -0.338
C 0.75409 -0.98633 1.48851 -0.606
C -1.48391 -0.18037 0.71055 0.452
O -2.41114 -0.03035 -0.05142 -0.521
H -1.08360 1.27799 -1.68434 0.226
H 0.50138 1.84254 -2.24822 0.209
H 0.02810 0.15068 -2.46681 0.203
H 1.65086 0.40856 -0.56749 0.205
H 0.56636 1.53613 0.22710 0.198
H -0.15895 -1.35809 -0.44079 0.221
H 0.89740 -0.15740 2.19260 0.207
H 0.26883 -1.80515 2.03109 0.213
H 1.74419 -1.33081 1.17507 0.218
H -1.64289 -0.05186 1.80838 0.103
```

Summary:
Energy, eV: -7394.3941
2S+1: 1
Molecular weight, g mol⁻¹: 86.1
ΔE to the lowest compared entry with this formula, charge and spin, eV: 0.371
Structure (SMILES): CC[C@@H](C)C=O



Entry 3:
ORCA calculation (ωB97M-V/def2-TZVPD) on a molecular structure, C16H18NO4Pt.

Structure (XYZ):
```
40
Properties=species:S:1:pos:R:3:nbo_charge:R:1
Pt 0.16900 -0.39489 -0.50420 1.057
C 1.22576 -2.62091 -2.26079 -0.635
C 1.80488 -1.49644 -1.42379 -0.105
C 1.91449 -0.16803 -1.94604 -0.383
C 2.73824 0.77153 -1.30481 -0.110
C 3.35839 0.48069 -0.08957 -0.266
C 3.15775 -0.75455 0.48359 -0.038
C 2.39833 -1.74299 -0.17729 -0.225
H 0.14412 -2.70307 -2.15595 0.247
H 1.65749 -3.57341 -1.95887 0.245
H 1.43993 -2.45604 -3.31559 0.242
H 1.56180 0.03352 -2.94831 0.263
H 2.93520 1.71369 -1.80454 0.238
H 3.99106 1.21129 0.39495 0.245
H 3.62008 -0.98996 1.43315 0.236
H 2.32761 -2.73676 0.25043 0.264
O 0.37026 -0.32521 2.32577 -0.709
C 0.56228 -1.68988 2.35319 0.377
C 1.67207 -2.14724 3.04647 -0.316
C 1.93356 -3.50741 3.11587 -0.168
C 1.07998 -4.41909 2.50503 -0.243
C -0.04416 -3.96056 1.83829 -0.133
C -0.30169 -2.59598 1.73284 -0.291
C -1.55839 -2.16275 1.00396 0.752
O -2.54906 -2.83514 1.06131 -0.534
O -1.48862 -1.02632 0.31720 -0.659
H -0.57533 -0.13794 2.28612 0.498
H 2.29778 -1.42394 3.55554 0.232
H 2.78881 -3.86106 3.67759 0.230
H 1.28431 -5.48011 2.55350 0.233
H -0.73677 -4.65282 1.37664 0.245
C -2.01042 3.48417 -0.94659 -0.702
C -0.82581 2.58214 -0.80450 0.722
N 0.38420 3.13750 -0.81457 -0.767
O -1.00852 1.36180 -0.65338 -0.642
H -1.73884 4.44276 -1.38286 0.234
H -2.43368 3.64961 0.04563 0.267
H -2.77276 2.99834 -1.54986 0.267
H 0.50522 4.13029 -0.91491 0.422
H 1.19513 2.56819 -0.63568 0.410
```

Summary:
Energy, eV: -29803.7042
2S+1: 1
Molecular weight, g mol⁻¹: 483.4
ΔE to the lowest compared entry with this formula, charge and spin, eV: 0.629
Total charge: +1



Entry 4:
ORCA calculation (ωB97M-V/def2-TZVPD) on a molecular structure, C18H21N4O4STi.

Structure (XYZ):
```
49
Properties=species:S:1:pos:R:3:nbo_charge:R:1
Ti 0.01937 0.29713 0.47201 1.132
C -3.05831 0.70785 2.20567 -0.635
C -1.56856 0.89774 2.23141 -0.009
C -1.00078 2.08106 1.70386 -0.290
C 0.37873 2.32385 1.75182 -0.001
C 0.97330 3.61836 1.27868 -0.632
C 1.20006 1.30741 2.26125 -0.291
C 0.68181 0.09211 2.74075 0.024
C 1.59674 -0.97236 3.28075 -0.645
C -0.71668 -0.08923 2.71912 -0.293
H -3.39642 0.44105 1.20260 0.248
H -3.56340 1.63234 2.48373 0.241
H -3.36721 -0.07298 2.89812 0.232
H -1.66138 2.84939 1.32213 0.243
H 1.68602 3.44173 0.47168 0.246
H 1.50976 4.10621 2.09280 0.248
H 0.20221 4.29883 0.92198 0.221
H 2.27366 1.45728 2.26141 0.257
H 2.12454 -1.48577 2.47502 0.238
H 1.03940 -1.71461 3.84920 0.230
H 2.34759 -0.53236 3.93605 0.244
H -1.13650 -0.99454 3.14009 0.243
O 2.41592 -4.69059 -3.04884 -0.645
C 1.70638 -3.55164 -3.04139 0.797
O 1.59487 -2.87128 -4.01545 -0.534
C 1.04104 -3.18970 -1.75116 -0.248
C 0.03639 -3.86064 -1.09309 0.008
N -0.42629 -3.03652 -0.13161 -0.304
N 0.22345 -1.86795 -0.12747 -0.310
C 1.12149 -1.94664 -1.09800 0.081
C 2.06038 -0.79067 -1.30187 0.756
O 3.07338 -0.94822 -1.94011 -0.567
O 1.65938 0.30407 -0.72727 -0.793
H 2.53133 -5.03614 -2.15671 0.491
H -0.40203 -4.83135 -1.25653 0.247
H -1.17878 -3.20320 0.51444 0.425
C 0.25791 0.01345 -3.96403 -0.419
N -0.12584 1.33193 -3.46784 -0.314
C 0.28830 2.52020 -4.03922 -0.053
C -0.26430 3.52690 -3.33559 -0.058
N -1.00639 2.93236 -2.33555 -0.507
C -0.92584 1.58995 -2.42140 0.287
S -1.73147 0.46501 -1.40918 -0.249
H 0.01351 -0.05282 -5.02145 0.230
H -0.30358 -0.73921 -3.41990 0.243
H 1.32393 -0.14446 -3.81736 0.249
H 0.94020 2.53581 -4.89402 0.251
H -0.20049 4.59260 -3.45474 0.246
H -1.59615 3.39501 -1.66558 0.439
```

Summary:
Energy, eV: -67105.3054
2S+1: 3
Expectation value of S²: 2.006
Molecular weight, g mol⁻¹: 437.3
ΔE to the lowest compared entry with this formula, charge and spin, eV: 0.876
Total charge: +1



Question: Look up the ΔE to the lowest compared entry with this formula, charge and spin of the second one.
Answer: 0.371 eV